(1)
Below is an isolated molecule of C4H4O2, with properties calculated with ωB97M-V with the def2-TZVPD basis set.

The geometry in XYZ format:
```
10
Properties=species:S:1:pos:R:3:forces:R:3:lowdin_charge:R:1
O -1.411 0.182 1.815 0.28 -0.06 -0.59 0.12
C -0.762 0.016 0.820 -0.25 0.09 0.32 -0.32
C 0.562 -0.723 0.535 0.03 -0.09 0.15 -0.02
C 0.658 0.151 -0.711 0.14 0.09 -0.19 -0.21
O -0.411 -0.242 -1.545 0.02 -0.43 -0.13 0.01
C -0.715 0.713 -0.538 -0.27 0.41 0.30 -0.12
H 0.409 -1.791 0.351 0.33 0.16 -0.11 0.13
H 1.349 -0.534 1.266 -0.24 -0.10 0.17 0.12
H 1.551 0.620 -1.120 -0.36 -0.10 -0.07 0.15
H -1.233 1.608 -0.872 0.31 0.03 0.15 0.15
```
Forces are in eV/Å.

Summary:
Relative energy (zero: lowest compared OMol25 entry of this formula, charge and spin) ... 43.10 kcal per mole
Calculated total energy ... -8305.208 eV
Maximum force ... 0.013 hartree/bohr
Gap between HOMO and LUMO ... 10.63 eV
Highest occupied orbital energy ... -9.68 eV

---

(2)
Below is an isolated molecule of C4H4O2 at a distorted geometry, with properties calculated with ωB97M-V with the def2-TZVPD basis set.

The geometry in XYZ format:
```
10
Properties=species:S:1:pos:R:3:forces:R:3:lowdin_charge:R:1
O 2.025 0.454 -0.113 -0.60 0.01 -1.54 0.15
C 0.728 0.210 -0.195 -6.28 0.19 -2.04 -0.40
C -0.373 0.055 -1.130 4.44 -0.34 -0.97 -0.03
C -1.512 -0.577 -0.468 -1.15 -0.72 -7.19 -0.13
C -1.295 -0.462 0.757 2.77 2.64 9.43 -0.07
O 0.082 0.206 0.961 -1.32 -2.19 1.89 -0.02
H 2.047 0.619 0.813 1.17 0.47 1.69 0.10
H -0.151 0.311 -2.163 -0.68 -0.79 -0.07 0.09
H -2.326 -1.170 -1.046 1.34 1.61 1.36 0.15
H -1.717 -0.391 1.834 0.31 -0.86 -2.54 0.15
```
Forces are in eV/Å.

Summary:
Relative energy (zero: lowest compared OMol25 entry of this formula, charge and spin) ... 57.76 kcal per mole
Calculated total energy ... -8304.573 eV
Maximum force ... 0.198 hartree/bohr
Gap between HOMO and LUMO ... 8.79 eV
Highest occupied orbital energy ... -7.98 eV

---

(3)
Below is an isolated molecule of C4H4O2, with properties calculated with ωB97M-V with the def2-TZVPD basis set.

The geometry in XYZ format:
```
10
Properties=species:S:1:pos:R:3:forces:R:3:lowdin_charge:R:1
O -0.088 -1.183 -3.115 0.03 0.49 0.11 0.06
C -0.131 -0.088 -2.600 -0.01 -0.30 -0.13 -0.28
C 0.062 0.088 -1.172 0.01 -0.18 0.56 0.05
C 0.117 0.056 0.034 -0.12 -0.02 -0.51 0.03
C 0.111 -0.184 1.482 0.13 -0.29 -0.22 -0.26
O -0.505 0.862 2.202 0.15 0.13 0.17 -0.05
H -0.344 0.820 -3.192 0.05 -0.08 0.09 0.12
H -0.447 -1.120 1.626 0.07 0.13 0.08 0.13
H 1.141 -0.373 1.815 -0.16 0.08 -0.07 0.13
H 0.083 1.122 2.919 -0.14 0.03 -0.09 0.09
```
Forces are in eV/Å.

Summary:
Relative energy (zero: lowest compared OMol25 entry of this formula, charge and spin) ... 49.79 kcal per mole
Calculated total energy ... -8304.918 eV
Maximum force ... 0.011 hartree/bohr
Gap between HOMO and LUMO ... 10.60 eV
Highest occupied orbital energy ... -10.42 eV

---

(4)
Below is an isolated molecule of C4H4O2S at a distorted geometry, with properties calculated with ωB97M-V with the def2-TZVPD basis set.

The geometry in XYZ format:
```
11
Properties=species:S:1:pos:R:3:forces:R:3:lowdin_charge:R:1
O 1.029 1.446 -0.789 3.57 -5.25 2.63 -0.04
C 1.668 0.424 -0.249 -0.22 5.54 -3.79 -0.21
C 1.063 -0.678 0.396 -0.69 -1.21 0.73 -0.16
C -0.160 -1.208 0.194 -0.74 1.06 -0.16 -0.33
S -1.730 -0.669 -0.528 2.36 -1.20 -0.16 0.99
C -1.947 0.993 -0.129 -0.52 1.10 1.10 -0.64
O -1.492 1.646 0.779 -0.38 -0.63 -1.38 0.01
H 2.904 0.208 -0.381 -3.09 1.19 0.24 0.17
H 1.798 -1.209 1.017 -0.60 -0.36 -0.43 0.11
H -0.345 -2.193 0.509 0.08 -1.17 0.75 0.04
H -2.789 1.240 -0.820 0.22 0.92 0.46 0.07
```
Forces are in eV/Å.

Summary:
Relative energy (zero: lowest compared OMol25 entry of this formula, charge and spin) ... 65.57 kcal per mole
Calculated total energy ... -19140.148 eV
Maximum force ... 0.134 hartree/bohr
Gap between HOMO and LUMO ... 8.95 eV
Highest occupied orbital energy ... -9.79 eV

---

(5)
Below is an isolated molecule of C4H4O2S2, with properties calculated with ωB97M-V with the def2-TZVPD basis set.

The geometry in XYZ format:
```
12
Properties=species:S:1:pos:R:3:forces:R:3:lowdin_charge:R:1
O 0.973 2.332 0.538 0.06 -0.40 0.16 0.08
C 1.057 1.157 0.773 0.16 0.15 -0.02 -0.25
C 0.411 0.079 -0.104 -0.30 0.26 0.04 -0.79
S 1.677 -1.103 -0.639 -0.01 0.11 -0.12 0.85
C -0.502 0.653 -1.208 0.23 0.02 -0.06 -0.40
S -2.024 0.064 -0.383 0.08 -0.01 0.10 1.01
C -0.746 -0.589 0.654 0.05 -0.56 0.42 -0.73
O -0.741 -1.327 1.597 -0.03 0.45 -0.46 0.06
H 1.634 0.752 1.638 -0.21 0.15 -0.27 0.14
H 1.545 -1.894 0.430 -0.01 -0.09 0.13 -0.11
H -0.446 1.732 -1.299 -0.02 0.07 0.12 0.08
H -0.357 0.194 -2.179 0.00 -0.14 -0.04 0.07
```
Forces are in eV/Å.

Summary:
Relative energy (zero: lowest compared OMol25 entry of this formula, charge and spin) ... 5.02 kcal per mole
Calculated total energy ... -29977.511 eV
Maximum force ... 0.014 hartree/bohr
Gap between HOMO and LUMO ... 9.67 eV
Highest occupied orbital energy ... -9.67 eV

---

(6)
Below is a structure of composition C4H4O2Tl at a distorted geometry, with properties calculated with ωB97M-V with the def2-TZVPD basis set.

The geometry in XYZ format:
```
11
Properties=species:S:1:pos:R:3:forces:R:3:lowdin_charge:R:1
H 1.325 2.720 0.993 -0.06 -0.03 -0.43 -0.18
O 0.689 1.922 -1.873 1.08 2.54 -1.70 -0.24
C 0.613 1.453 -0.593 -1.15 -2.82 1.23 -0.42
C 0.085 0.164 -0.521 1.03 2.86 -1.04 -0.30
C -0.239 -0.525 0.668 -1.03 -3.15 0.52 -0.26
C -0.783 -1.844 0.707 1.53 3.67 -0.40 -0.62
O -0.983 -2.382 1.873 -0.49 -1.17 2.19 -0.54
H 1.107 2.830 -1.876 -0.69 -1.67 0.40 0.05
H -0.152 -0.358 -1.466 0.08 0.27 0.16 0.07
H 0.009 -0.029 1.625 -0.25 -0.44 -0.38 0.07
Tl -1.671 -3.952 0.463 -0.05 -0.07 -0.55 0.36
```
Forces are in eV/Å.

Summary:
Charge ... -2
Calculated total energy ... -12992.317 eV
Maximum force ... 0.078 hartree/bohr
Gap between HOMO and LUMO (alpha / beta) ... 3.06 / 2.88 eV
2S+1 ... 2
Highest occupied orbital energy (alpha / beta) ... 2.01 / 2.16 eV
<S²> ... 0.7799

---

(7)
Below is a structure of composition C4H4O2Tl at a distorted geometry, with properties calculated with ωB97M-V with the def2-TZVPD basis set.

The geometry in XYZ format:
```
11
Properties=species:S:1:pos:R:3:forces:R:3:lowdin_charge:R:1
H -1.307 -1.486 0.271 -0.86 -0.99 1.62 0.21
O 0.762 0.015 -3.053 -0.94 0.91 3.86 0.48
C 0.568 0.269 -1.942 0.66 -1.92 -6.63 0.06
C 0.562 0.526 -0.638 -2.72 2.83 3.66 0.22
C -0.701 -0.756 0.823 0.63 0.07 -5.07 0.01
C -0.987 0.622 0.701 0.86 0.29 -1.32 0.23
H 1.114 1.420 -0.345 0.47 -0.24 0.36 0.18
H -0.519 1.199 1.506 -0.44 0.93 -0.40 0.17
H -1.907 0.810 0.139 -0.12 0.77 0.66 0.17
O 0.596 -0.969 0.631 -2.56 0.64 -1.69 -0.36
Tl 1.819 -1.648 1.907 5.02 -3.30 4.95 1.63
```
Forces are in eV/Å.

Summary:
Charge ... +3
Relative energy (zero: lowest compared OMol25 entry of this formula, charge and spin) ... 56.63 kcal per mole
Calculated total energy ... -12955.782 eV
Maximum force ... 0.151 hartree/bohr
Gap between HOMO and LUMO (alpha / beta) ... 7.90 / 6.08 eV
Highest occupied orbital energy (alpha / beta) ... -25.38 / -24.82 eV

---

(8)
Below is a structure of composition C4H4O3 at a distorted geometry, with properties calculated with ωB97M-V with the def2-TZVPD basis set.

The geometry in XYZ format:
```
11
Properties=species:S:1:pos:R:3:forces:R:3:lowdin_charge:R:1
C -1.400 0.574 0.128 -2.32 0.06 -6.30 -0.10
C -0.035 0.086 0.507 -2.76 -1.22 0.04 -0.18
C 0.494 -1.168 -0.127 -0.52 -1.38 -1.73 -0.03
C 1.103 0.637 -0.160 1.25 7.75 -2.99 -0.49
H -1.847 1.481 0.589 0.36 -0.70 0.49 0.14
H -0.059 0.187 1.544 0.75 -0.41 2.01 0.14
H 0.834 -1.801 0.641 0.32 -1.58 0.36 0.12
H -0.033 -1.577 -1.039 0.16 0.17 1.64 0.16
O -1.985 0.184 -0.949 2.32 1.00 4.68 0.02
O 1.655 -0.444 -0.689 -0.10 -0.02 0.77 0.11
O 1.273 1.840 -0.446 0.54 -3.66 1.04 0.11
```
Forces are in eV/Å.

Summary:
Relative energy (zero: lowest compared OMol25 entry of this formula, charge and spin) ... 51.65 kcal per mole
Calculated total energy ... -10352.972 eV
Maximum force ... 0.163 hartree/bohr
Gap between HOMO and LUMO ... 10.65 eV
Highest occupied orbital energy ... -10.72 eV

---

(9)
Below is an isolated molecule of C4H4O3, with properties calculated with ωB97M-V with the def2-TZVPD basis set.

The geometry in XYZ format:
```
11
Properties=species:S:1:pos:R:3:forces:R:3:lowdin_charge:R:1
O -2.210 0.989 0.073 0.51 0.06 0.04 0.10
C -1.014 1.130 0.108 -0.41 -0.03 0.06 -0.16
C -0.058 0.000 -0.171 0.00 0.17 -0.05 -0.37
C 1.288 0.345 -0.731 0.16 0.39 0.05 -0.17
O 1.744 1.463 -0.716 -0.17 -0.53 -0.01 0.08
C -0.178 -1.225 0.652 0.05 -0.16 0.25 -0.05
O -0.611 -1.198 -0.683 -0.03 -0.08 -0.12 0.03
H -0.533 2.087 0.377 -0.07 -0.07 -0.09 0.14
H 1.829 -0.518 -1.171 -0.04 0.10 0.04 0.14
H 0.710 -1.824 0.859 -0.12 0.11 -0.07 0.13
H -0.968 -1.248 1.401 0.10 0.03 -0.11 0.13
```
Forces are in eV/Å.

Summary:
Relative energy (zero: lowest compared OMol25 entry of this formula, charge and spin) ... 51.05 kcal per mole
Calculated total energy ... -10352.998 eV
Maximum force ... 0.011 hartree/bohr
Gap between HOMO and LUMO ... 10.43 eV
Highest occupied orbital energy ... -10.13 eV

---

(10)
Below is a structure of composition C4H4O3 at a distorted geometry, with properties calculated with ωB97M-V with the def2-TZVPD basis set.

The geometry in XYZ format:
```
11
Properties=species:S:1:pos:R:3:forces:R:3:lowdin_charge:R:1
C -0.035 1.124 -0.915 1.93 0.86 -2.70 -0.41
C -1.006 0.902 0.829 1.68 -1.29 3.25 -0.32
C 0.411 0.178 0.143 -3.93 -1.58 1.10 -0.10
C 0.346 -1.370 -0.127 2.58 0.57 3.43 -0.05
O 0.243 1.327 -2.073 -0.77 -0.30 2.24 0.16
O -1.697 0.850 1.829 1.61 0.10 -3.08 0.13
O -0.968 1.821 -0.158 -1.30 0.65 -0.88 0.16
H 1.332 0.348 0.707 -0.38 0.60 -0.21 0.15
H 0.347 -1.817 1.006 -0.19 0.73 -2.92 0.14
H 1.398 -1.491 -0.481 -0.90 -0.85 -0.10 0.08
H -0.371 -1.871 -0.759 -0.34 0.50 -0.12 0.07
```
Forces are in eV/Å.

Summary:
Relative energy (zero: lowest compared OMol25 entry of this formula, charge and spin) ... 30.94 kcal per mole
Calculated total energy ... -10353.870 eV
Maximum force ... 0.085 hartree/bohr
Gap between HOMO and LUMO ... 10.99 eV
Highest occupied orbital energy ... -10.55 eV